{"formula": "C6H12N2", "method": "wB97M-V/def2-TZVPD", "species": ["C", "C", "C", "N", "C", "N", "H", "H", "H", "H", "H", "H", "C", "C", "H", "H", "H", "H", "H", "H"], "xyz": [[1.4375, -0.3227, 1.2990], [0.4349, -0.9773, 0.4225], [0.1984, -0.9169, -0.9145], [-0.8237, -1.8233, -1.1969], [-1.1881, -2.3255, 0.0775], [-0.5008, -1.7926, 1.0244], [1.0101, 0.1460, 2.2066], [1.8876, 0.5790, 0.8678], [2.1978, -1.0384, 1.5972], [0.3716, -0.1607, -1.6700], [-1.2015, -1.8172, -2.1254], [-1.8483, -3.1758, 0.0956], [-0.3320, 3.4901, 0.3297], [0.4912, 2.9442, -0.8923], [-0.5776, 2.7189, 1.0379], [0.2151, 4.3207, 0.8169], [-1.0964, 4.1435, -0.0709], [0.6351, 1.8900, -0.7036], [1.3749, 3.5746, -0.9236], [-0.0098, 3.0572, -1.8662]], "nbo_charge": [-0.639, 0.077, -0.110, -0.555, 0.184, -0.448, 0.227, 0.216, 0.225, 0.213, 0.418, 0.194, -0.624, -0.618, 0.215, 0.202, 0.211, 0.204, 0.209, 0.201], "fmax_ha_per_bohr": 0.055, "spin_multiplicity": 1, "homo_energy_ev": -8.62, "orbital_gap_ev": 9.55, "smiles": "Cc1c[nH]cn1.CC", "de_lowest_kj_mol": 92.9}